1.
Here is a molecular structure, C52H47N8PSV from the Open Molecules 2025 dataset. Energies are from ωB97M-V/def2-TZVPD.

Structure (XYZ):
```
110
C52H47N8PSV | the Open Molecules 2025 dataset | ωB97M-V/def2-TZVPD
V -0.04 -0.03 0.28
C 3.10 -0.19 -4.11
N 2.75 -0.09 -2.68
C 1.51 -0.12 -2.18
N 1.58 0.02 -0.85
C 2.91 0.19 -0.50
C 3.66 0.10 -1.65
C 5.10 0.30 -1.86
C 5.86 -0.63 -2.57
C 7.21 -0.42 -2.77
C 7.82 0.72 -2.27
C 7.07 1.65 -1.56
C 5.72 1.45 -1.36
C 3.32 0.58 0.85
C 4.46 0.04 1.45
C 4.92 0.56 2.65
C 4.24 1.60 3.27
C 3.08 2.11 2.71
C 2.63 1.60 1.50
P -0.06 -0.17 -3.12
C -0.86 -1.47 -2.14
N -0.99 -1.48 -0.81
C -1.71 -2.61 -0.47
C -1.96 -3.32 -1.62
N -1.43 -2.58 -2.65
C -1.55 -2.90 -4.08
C -2.73 -4.56 -1.82
C -4.00 -4.69 -1.26
C -4.74 -5.85 -1.47
C -4.22 -6.88 -2.23
C -2.95 -6.76 -2.78
C -2.21 -5.61 -2.58
C -2.18 -2.95 0.88
C -3.12 -2.13 1.51
C -3.66 -2.51 2.73
C -3.26 -3.70 3.33
C -2.32 -4.51 2.71
C -1.79 -4.14 1.48
C -0.83 1.25 -2.23
N -0.86 1.35 -0.90
C -1.43 2.56 -0.58
C -1.75 3.21 -1.73
N -1.37 2.35 -2.76
C -1.55 2.61 -4.20
C -2.46 4.48 -1.95
C -3.68 4.69 -1.32
C -4.37 5.88 -1.52
C -3.85 6.86 -2.35
C -2.62 6.66 -2.97
C -1.93 5.47 -2.78
C -1.47 2.91 0.84
C -1.28 4.21 1.29
C -1.26 4.48 2.65
C -1.42 3.45 3.58
C -1.61 2.15 3.14
C -1.64 1.88 1.78
H 2.27 0.17 -4.71
H 3.98 0.42 -4.29
H 3.32 -1.22 -4.37
H 5.40 -1.55 -2.93
H 7.80 -1.15 -3.31
H 8.88 0.89 -2.43
H 7.54 2.55 -1.18
H 5.13 2.19 -0.82
H 5.01 -0.75 0.95
H 5.83 0.16 3.09
H 4.63 2.03 4.19
H 2.56 2.93 3.18
H 1.77 2.07 1.01
H -2.49 -3.43 -4.24
H -1.55 -1.99 -4.66
H -0.73 -3.54 -4.40
H -4.42 -3.89 -0.67
H -5.73 -5.93 -1.04
H -4.80 -7.78 -2.40
H -2.53 -7.58 -3.36
H -1.21 -5.55 -2.98
H -3.46 -1.23 1.02
H -4.41 -1.89 3.20
H -3.71 -4.00 4.27
H -2.02 -5.44 3.17
H -1.07 -4.79 0.99
H -2.45 3.21 -4.32
H -0.70 3.15 -4.60
H -1.67 1.67 -4.72
H -4.10 3.92 -0.68
H -5.33 6.03 -1.03
H -4.39 7.78 -2.50
H -2.21 7.43 -3.61
H -0.96 5.34 -3.25
H -1.12 5.01 0.58
H -1.11 5.50 2.99
H -1.43 3.67 4.63
H -1.77 1.36 3.86
H -1.91 0.87 1.45
C -1.50 -1.27 4.57
N -0.09 -0.92 4.61
C 0.60 -0.68 5.89
C 2.08 -0.56 5.49
N 2.02 -0.81 4.04
C 0.78 -0.99 3.63
S 0.42 -1.46 1.99
H -1.65 -2.27 5.00
H -1.85 -1.29 3.54
H -2.07 -0.55 5.16
H 0.41 -1.51 6.57
H 0.21 0.24 6.34
H 2.71 -1.31 5.98
H 2.49 0.43 5.68
H 2.81 -0.78 3.42
```

As for the LUMO energy (spin up / spin down): -9.168 / -8.261 eV. The value obtained for the strongest force on any atom is 0.0244 Eh/bohr. As for the multiplicity: 3. The charge is +3. The calculation puts the energy above the lowest of the compared OMol25 structures with the same formula, charge and spin at 0.0 kJ/mol. The HOMO energy (spin up / spin down) is -14.96 / -14.95 eV. The total energy is -112401.2486 eV.


2.
Here is 8 unconnected molecules or ions with the total composition C52H48Br2F10IN4O2 from the Open Molecules 2025 dataset. Energies are from ωB97M-V/def2-TZVPD.

Structure (XYZ):
```
119
C52H48Br2F10IN4O2 | the Open Molecules 2025 dataset | ωB97M-V/def2-TZVPD
O 5.74 0.12 7.65
C 4.85 0.21 6.86
I 4.59 -1.23 5.25
C 3.80 1.31 6.84
N 4.04 2.15 5.67
C 3.02 2.81 5.14
N 1.75 2.78 5.59
C 1.04 3.52 4.80
C -0.41 3.73 4.92
C -1.13 2.91 3.84
C -1.21 1.39 3.97
F -2.48 1.04 3.68
Br -0.88 0.67 5.74
C -0.26 0.70 2.92
F 0.86 1.43 2.81
F 0.12 -0.50 3.33
Br -1.08 0.47 1.20
N 1.83 4.06 3.86
N 3.07 3.57 4.07
C 4.16 3.89 3.16
C 4.35 2.68 2.22
O 4.52 3.10 0.90
H 2.84 0.82 6.67
H 3.76 1.86 7.77
H 4.96 2.24 5.28
H -0.77 3.60 5.93
H -0.60 4.77 4.68
H -0.59 3.11 2.92
H -2.14 3.27 3.68
H 1.57 4.67 3.10
H 5.07 4.06 3.71
H 3.93 4.79 2.60
H 3.43 2.10 2.29
H 5.15 2.04 2.60
H 4.06 2.42 0.39
F 2.31 1.54 0.09
C 1.11 1.82 -0.49
C 0.31 2.78 0.09
C -0.92 3.06 -0.50
C -1.32 2.39 -1.64
C -0.49 1.43 -2.21
C 0.74 1.15 -1.63
H 0.63 3.28 0.99
H -1.56 3.81 -0.06
H -2.27 2.61 -2.09
H -0.80 0.90 -3.10
H 1.41 0.40 -2.06
F 3.66 0.24 -5.47
C 3.59 -0.91 -4.77
C 3.51 -2.11 -5.44
C 3.45 -3.28 -4.71
C 3.46 -3.25 -3.32
C 3.55 -2.03 -2.66
C 3.62 -0.85 -3.39
H 3.49 -2.12 -6.52
H 3.38 -4.23 -5.23
H 3.41 -4.17 -2.76
H 3.55 -2.00 -1.58
H 3.69 0.11 -2.89
F -1.92 0.65 -3.74
C -2.12 -0.65 -3.44
C -1.96 -1.60 -4.43
C -2.17 -2.94 -4.12
C -2.55 -3.30 -2.84
C -2.71 -2.33 -1.86
C -2.49 -1.00 -2.16
H -1.67 -1.29 -5.43
H -2.04 -3.69 -4.88
H -2.71 -4.34 -2.60
H -3.01 -2.62 -0.86
H -2.61 -0.22 -1.41
F 0.22 6.68 7.23
C 1.53 6.99 7.35
C 1.92 7.94 8.27
C 3.27 8.25 8.38
C 4.20 7.62 7.56
C 3.78 6.67 6.64
C 2.44 6.35 6.53
H 1.18 8.42 8.89
H 3.59 8.98 9.10
H 5.25 7.86 7.65
H 4.51 6.19 5.99
H 2.09 5.61 5.82
F -4.13 -5.51 -0.83
C -3.21 -6.15 -0.08
C -3.47 -6.39 1.25
C -2.52 -7.05 2.01
C -1.32 -7.44 1.44
C -1.07 -7.18 0.10
C -2.02 -6.53 -0.67
H -4.42 -6.07 1.67
H -2.72 -7.25 3.06
H -0.58 -7.95 2.04
H -0.13 -7.48 -0.34
H -1.84 -6.33 -1.72
F -2.36 -5.33 -6.02
C -1.67 -5.73 -7.12
C -1.25 -7.04 -7.20
C -0.55 -7.45 -8.33
C -0.29 -6.55 -9.35
C -0.72 -5.23 -9.25
C -1.43 -4.82 -8.12
H -1.46 -7.73 -6.39
H -0.22 -8.47 -8.41
H 0.26 -6.87 -10.23
H -0.52 -4.53 -10.04
H -1.78 -3.80 -8.03
F -9.10 0.28 -4.62
C -7.84 0.53 -4.21
C -7.64 1.18 -3.01
C -6.34 1.44 -2.60
C -5.27 1.06 -3.40
C -5.50 0.42 -4.60
C -6.79 0.14 -5.02
H -8.49 1.47 -2.41
H -6.17 1.94 -1.66
H -4.26 1.27 -3.07
H -4.66 0.12 -5.23
H -6.99 -0.36 -5.95
```

As for the LUMO energy: -2.620 eV. The value obtained for the strongest force on any atom is 0.1040 Eh/bohr. The charge is +1. The HOMO energy is -10.50 eV. The total energy is -240109.5741 eV.


3.
Here is a molecular structure, C52H48Cl2CoN5OP2Se2Te from the Open Molecules 2025 dataset. Energies are from ωB97M-V/def2-TZVPD.

Structure (XYZ):
```
114
C52H48Cl2CoN5OP2Se2Te | the Open Molecules 2025 dataset | ωB97M-V/def2-TZVPD
Co 0.37 0.28 0.09
Se -1.18 1.20 6.57
P -2.57 0.53 5.12
C -3.16 -1.10 5.66
C -4.42 -1.25 6.25
C -4.77 -2.45 6.86
C -3.87 -3.50 6.89
C -2.62 -3.35 6.32
C -2.26 -2.16 5.71
C -4.06 1.54 5.06
C -4.14 2.71 5.80
C -5.32 3.44 5.83
C -6.43 2.99 5.12
C -6.35 1.82 4.38
C -5.17 1.10 4.33
C -1.85 0.21 3.49
C -1.30 0.95 2.40
N -0.80 0.00 1.56
N -1.06 -1.19 2.06
N -1.68 -1.09 3.19
P -1.15 2.72 2.01
Se -0.07 3.26 0.27
C -0.28 3.34 3.47
C -0.65 4.39 4.31
C 0.18 4.75 5.35
C 1.37 4.07 5.57
C 1.75 3.04 4.72
C 0.94 2.68 3.66
C -2.82 3.33 1.68
C -3.66 2.47 0.97
C -4.81 2.95 0.37
C -5.15 4.29 0.47
C -4.31 5.15 1.17
C -3.15 4.69 1.75
H -5.12 -0.42 6.24
H -5.75 -2.55 7.30
H -4.14 -4.43 7.38
H -1.91 -4.17 6.35
H -1.28 -2.04 5.26
H -3.27 3.02 6.37
H -5.38 4.36 6.40
H -7.35 3.55 5.14
H -7.21 1.48 3.82
H -5.10 0.19 3.75
H -1.59 4.90 4.16
H -0.11 5.56 6.01
H 2.00 4.33 6.42
H 2.68 2.51 4.88
H 1.25 1.90 2.97
H -3.39 1.43 0.87
H -5.44 2.27 -0.19
H -6.06 4.66 0.01
H -4.57 6.20 1.23
H -2.47 5.38 2.23
Cl 1.17 -2.36 -0.50
C 2.66 -2.02 0.34
C 3.67 -2.95 0.29
C 4.88 -2.72 0.94
C 5.02 -1.54 1.68
C 4.00 -0.62 1.75
Cl 4.23 0.81 2.71
C 2.75 -0.75 1.03
N 1.88 0.21 1.00
H 3.52 -3.87 -0.27
H 5.68 -3.44 0.89
H 5.94 -1.34 2.22
C -1.37 0.80 -2.08
C 0.04 0.48 -2.57
O 0.18 0.23 -3.80
N 1.00 0.51 -1.66
Te 2.87 -0.21 -2.65
C 4.05 -1.06 -4.39
C 5.33 -0.62 -4.74
C 6.04 0.43 -3.92
C 5.97 -1.17 -5.85
C 5.37 -2.16 -6.61
C 6.05 -2.73 -7.83
C 4.12 -2.64 -6.22
C 3.46 -2.10 -5.12
C 2.12 -2.65 -4.71
C 3.21 1.80 -3.27
C 3.02 2.25 -4.58
C 2.54 1.33 -5.68
C 3.26 3.58 -4.90
C 3.64 4.50 -3.94
C 3.90 5.94 -4.28
C 3.80 4.06 -2.63
C 3.60 2.73 -2.28
C 3.79 2.32 -0.85
H -2.10 0.47 -2.82
H -1.47 1.87 -1.92
H -1.58 0.29 -1.13
H 5.75 0.35 -2.88
H 5.77 1.43 -4.26
H 7.12 0.31 -4.00
H 6.96 -0.81 -6.12
H 7.06 -2.33 -7.94
H 5.49 -2.48 -8.73
H 6.12 -3.82 -7.77
H 3.66 -3.44 -6.78
H 1.75 -3.38 -5.44
H 1.39 -1.84 -4.62
H 2.19 -3.14 -3.74
H 1.81 0.63 -5.28
H 3.37 0.76 -6.11
H 2.07 1.91 -6.48
H 3.11 3.92 -5.92
H 3.67 6.15 -5.33
H 4.95 6.20 -4.11
H 3.30 6.61 -3.66
H 4.07 4.77 -1.86
H 4.21 3.14 -0.26
H 4.45 1.45 -0.77
H 2.84 2.04 -0.40
```

As for the LUMO energy (spin up / spin down): 3.568 / 3.568 eV. The value obtained for the strongest force on any atom is 0.0323 Eh/bohr. As for the multiplicity: 3. The charge is -2. The HOMO energy (spin up / spin down) is -0.49 / -0.40 eV. The total energy is -283436.5278 eV.


4.
Here is a molecular structure, C52H49NP2PdSb2 from the Open Molecules 2025 dataset. Energies are from ωB97M-V/def2-TZVPD.

Structure (XYZ):
```
107
C52H49NP2PdSb2 | the Open Molecules 2025 dataset | ωB97M-V/def2-TZVPD
Pd -0.08 -0.25 0.22
C -3.66 -0.94 -0.52
N -2.67 -1.70 0.28
P -1.23 -2.20 -0.59
C -0.57 -3.60 0.35
C 0.68 -3.47 0.93
C 1.22 -4.51 1.68
C 0.50 -5.68 1.85
C -0.75 -5.82 1.26
C -1.29 -4.79 0.51
C -1.85 -2.92 -2.12
C -1.06 -2.83 -3.26
C -1.45 -3.45 -4.44
C -2.64 -4.17 -4.48
C -3.44 -4.25 -3.35
C -3.05 -3.63 -2.17
P -1.92 -0.90 1.62
C -1.87 -2.13 2.93
C -0.85 -2.11 3.87
C -0.87 -2.99 4.94
C -1.92 -3.89 5.07
C -2.94 -3.92 4.13
C -2.92 -3.04 3.06
C -2.98 0.41 2.28
C -2.34 1.42 3.00
C -3.06 2.42 3.63
C -4.45 2.41 3.55
C -5.10 1.40 2.87
C -4.37 0.39 2.25
H -3.54 -1.18 -1.58
H -3.54 0.14 -0.41
H -4.67 -1.21 -0.24
H 1.25 -2.55 0.82
H 2.20 -4.40 2.13
H 0.91 -6.49 2.43
H -1.31 -6.74 1.39
H -2.26 -4.91 0.05
H -0.13 -2.27 -3.24
H -0.83 -3.38 -5.32
H -2.95 -4.65 -5.40
H -4.38 -4.79 -3.38
H -3.69 -3.70 -1.30
H -0.02 -1.42 3.76
H -0.07 -2.98 5.67
H -1.94 -4.58 5.91
H -3.75 -4.63 4.23
H -3.71 -3.07 2.32
H -1.26 1.41 3.10
H -2.55 3.19 4.19
H -5.02 3.19 4.03
H -6.18 1.38 2.83
H -4.91 -0.42 1.77
C -0.97 1.51 -2.49
C -1.39 2.80 -1.77
C -1.53 2.78 -0.24
Sb 0.39 2.22 0.87
C 1.28 4.13 0.89
C 0.75 5.18 0.13
C 1.30 6.44 0.21
C 2.38 6.68 1.05
C 2.90 5.65 1.83
C 2.35 4.38 1.75
C 2.12 1.17 1.85
C 1.88 0.31 2.90
C 2.91 -0.51 3.37
C 4.15 -0.48 2.75
C 4.38 0.39 1.68
C 3.36 1.22 1.23
Sb 1.04 1.13 -1.86
C 1.89 2.86 -2.74
C 2.75 3.73 -2.10
C 3.28 4.82 -2.78
C 2.94 5.04 -4.11
C 2.08 4.17 -4.76
C 1.56 3.08 -4.08
C 2.29 -0.36 -2.68
C 2.22 -1.68 -2.25
C 3.10 -2.62 -2.77
C 4.06 -2.25 -3.70
C 4.14 -0.92 -4.10
C 3.27 0.03 -3.60
H -1.01 1.65 -3.57
H -1.60 0.67 -2.23
H -2.39 3.07 -2.14
H -0.74 3.62 -2.08
H -2.23 2.03 0.12
H -1.82 3.75 0.15
H -0.09 5.01 -0.54
H 0.90 7.24 -0.39
H 2.81 7.67 1.11
H 3.73 5.84 2.49
H 2.76 3.59 2.37
H 0.91 0.28 3.38
H 2.73 -1.17 4.21
H 4.95 -1.11 3.10
H 5.35 0.42 1.21
H 3.56 1.89 0.40
H 3.03 3.58 -1.07
H 3.95 5.50 -2.27
H 3.34 5.89 -4.64
H 1.82 4.33 -5.80
H 0.90 2.40 -4.62
H 1.50 -1.99 -1.51
H 3.04 -3.65 -2.44
H 4.75 -2.98 -4.10
H 4.90 -0.62 -4.82
H 3.36 1.05 -3.92
```

As for the LUMO energy (spin up / spin down): -7.082 / -7.080 eV. The value obtained for the strongest force on any atom is 0.0295 Eh/bohr. The charge is +2. The calculation puts the energy above the lowest of the compared OMol25 structures with the same formula, charge and spin at 324.2 kJ/mol. The HOMO energy (spin up / spin down) is -12.30 / -12.30 eV. The total energy is -91326.3063 eV.


> charge of number 1 (C52H47N8PSV)?

+3


> total energy of number 4 (C52H49NP2PdSb2)?

-91326.3063 eV